(w)
6 unconnected molecules or ions with the total composition H12O6, computed with ωB97M-V/def2-TZVPD.

Results
Lowest unoccupied orbital energy (eV): 0.25
Molar mass (g/mol): 108.1
SMILES: O.O.O.O.O.O
Gap between HOMO and LUMO (eV): 10.97

Geometry (Å):
O: 0.1559 0.2607 1.3819
H: 0.2255 1.2138 1.2564
H: -0.6992 0.0355 0.9984
O: 1.1799 -1.7493 -1.1948
H: 2.0297 -1.8645 -0.7548
H: 1.2939 -2.1904 -2.0442
O: 2.3149 -2.0509 0.8540
H: 1.7678 -2.5820 1.4436
H: 2.5962 -1.3084 1.4004
O: -3.8500 -1.0019 -0.4888
H: -4.1437 -1.2690 -1.3671
H: -3.4163 -1.7877 -0.1375
O: -3.4900 2.4091 0.1985
H: -3.8649 1.5317 0.0622
H: -2.6133 2.2360 0.5598
O: 3.5949 3.0636 -0.5810
H: 4.0980 2.2463 -0.4921
H: 2.8206 2.8075 -1.0948

natural (NBO) population analysis, charges in e, atoms 1 to 4: -0.940, 0.467, 0.473, -0.964

(x)
6 unconnected molecules or ions with the total composition H12O6, computed with ωB97M-V/def2-TZVPD.

Results
Lowest unoccupied orbital energy (eV): 0.17
Molar mass (g/mol): 108.1
SMILES: O.O.O.O.O.O
Gap between HOMO and LUMO (eV): 11.02

Geometry (Å):
O: -0.5776 -0.2967 -0.7850
H: 0.2871 -0.6885 -0.8918
H: -0.7884 0.2783 -1.4326
O: -1.7006 3.3065 -1.6877
H: -1.2086 4.0543 -2.2222
H: -1.6865 2.5656 -2.3307
O: -3.3062 -2.7031 -0.2199
H: -3.7228 -3.0274 0.6724
H: -3.1865 -1.7293 -0.1924
O: 0.7933 2.4801 -0.4768
H: 0.3956 2.8932 -1.2517
H: 1.2654 3.3005 -0.1318
O: 1.6502 -3.0542 0.9009
H: 1.2212 -3.1830 1.7441
H: 2.5409 -3.2452 1.0094
O: 2.9653 -0.0420 2.3261
H: 2.6697 0.6945 1.7629
H: 3.6173 0.5622 2.8025

natural (NBO) population analysis, charges in e, atoms 1 to 4: -0.939, 0.486, 0.453, -0.926

(y)
6 unconnected molecules or ions with the total composition H12O6, computed with ωB97M-V/def2-TZVPD.

Results
Lowest unoccupied orbital energy (eV): 0.48
Molar mass (g/mol): 108.1
SMILES: O.O.O.O.O.O
Gap between HOMO and LUMO (eV): 11.31

Geometry (Å):
O: -1.0064 1.5165 1.3693
H: -1.1644 0.5197 1.3120
H: -1.5824 1.9837 1.9735
O: 1.1652 -2.3118 0.9926
H: 1.3118 -2.1254 0.0522
H: 1.5689 -1.6798 1.5507
O: -1.3243 -1.1485 1.3265
H: -0.7053 -1.6078 0.7131
H: -1.1210 -1.6087 2.1565
O: -0.4589 2.5582 -0.9272
H: -1.0244 2.4204 -0.1717
H: -0.8886 2.3572 -1.7459
O: -0.3331 -1.2403 -1.4539
H: -0.0477 -1.8542 -2.1563
H: 0.4055 -0.6084 -1.3569
O: 1.7180 0.5399 -1.0633
H: 2.1192 0.9113 -1.8879
H: 1.3678 1.3780 -0.6834

natural (NBO) population analysis, charges in e, atoms 1 to 4: -1.018, 0.522, 0.475, -0.965

We find (y) to be the most stable, with the next structure 22.8 kcal/mol higher.

(w)
6 unconnected molecules or ions with the total composition H12O6, computed with ωB97M-V/def2-TZVPD.

Results
Lowest unoccupied orbital energy (eV): 0.63
Molar mass (g/mol): 108.1
SMILES: O.O.O.O.O.O
Gap between HOMO and LUMO (eV): 11.37

Geometry (Å):
O: -2.8953 0.7952 -1.4439
H: -3.0770 1.6428 -0.8097
H: -1.9612 0.7952 -1.3110
O: 1.3887 -0.3931 2.2565
H: 1.4108 -0.6302 3.2339
H: 1.3867 -1.2764 1.9166
O: 14.0435 -7.7527 0.2951
H: 14.6185 -8.2644 -0.2575
H: 13.5843 -8.5314 0.6631
O: -1.9933 2.3876 0.7529
H: -1.2410 2.1053 1.2917
H: -2.4917 3.3332 0.8272
O: -5.1505 3.7064 -0.1411
H: -5.3002 3.2148 -1.0009
H: -5.9164 3.5835 0.2997
O: -5.6250 1.8395 -1.8212
H: -6.0460 1.9874 -2.6985
H: -4.7349 1.4571 -2.0531

natural (NBO) population analysis, charges in e, atoms 1 to 4: -0.983, 0.503, 0.478, -0.930

(x)
6 unconnected molecules or ions with the total composition H12O6, computed with ωB97M-V/def2-TZVPD.

Results
Lowest unoccupied orbital energy (eV): 0.40
Molar mass (g/mol): 108.1
SMILES: O.O.O.O.O.O
Gap between HOMO and LUMO (eV): 11.72

Geometry (Å):
O: -2.0133 0.8296 4.6364
H: -2.9193 1.1054 4.7757
H: -1.7767 1.2026 3.7873
O: -0.7990 3.0758 1.3313
H: -1.6652 3.2275 0.9532
H: -0.7278 3.7213 2.0346
O: -2.5185 -0.4002 -4.8497
H: -2.8760 -1.1263 -5.3607
H: -1.7935 -0.7866 -4.3584
O: 1.4148 -2.8015 3.0793
H: 2.2822 -3.2038 3.0336
H: 1.1294 -2.9484 3.9810
O: 3.9277 0.1089 -3.6600
H: 3.6418 0.4425 -4.5104
H: 3.1182 -0.1476 -3.2183
O: 0.5497 -0.8447 -0.9335
H: 0.2712 -0.0277 -0.5198
H: 0.7544 -1.4267 -0.2016

natural (NBO) population analysis, charges in e, atoms 1 to 4: -0.937, 0.465, 0.472, -0.940

We find (x) to be the most stable, with the next structure 17.5 kcal/mol higher.

(w)
A single C7H10N2 molecule, computed with ωB97M-V/def2-TZVPD.

Results
Lowest unoccupied orbital energy (eV): 0.70
Molar mass (g/mol): 122.2
SMILES: C[C@H]1[C@H](C)N1/C=C\C#N
Gap between HOMO and LUMO (eV): 9.19

Geometry (Å):
C: -0.0490 -2.2213 -0.3437
C: 0.2895 -0.8558 0.2564
C: 1.2668 -0.0240 -0.4131
C: 2.1263 0.8793 0.3238
N: -0.1443 0.2980 -0.5420
C: -0.7966 1.4159 -0.2441
C: -2.1932 1.4515 -0.0657
C: -2.7602 0.1988 0.2556
N: -3.2710 -0.8137 0.4492
H: 0.5546 -3.0027 0.0659
H: 0.0930 -2.0823 -1.3985
H: -1.0330 -2.4787 0.0052
H: 0.2478 -0.8638 1.2780
H: 1.5973 -0.3413 -1.3291
H: 2.7151 1.6344 -0.2879
H: 2.7223 0.3555 1.1190
H: 1.4103 1.6545 0.9451
H: -0.2141 2.3363 -0.2919
H: -2.5618 2.4591 0.2178

natural (NBO) population analysis, charges in e, atoms 1 to 4: -0.611, -0.018, -0.087, -0.632

(x)
A single C7H10N2 molecule, computed with ωB97M-V/def2-TZVPD.

Results
Lowest unoccupied orbital energy (eV): 1.04
Molar mass (g/mol): 122.2
SMILES: C=NN1CC(=C)[C@@H]2C[C@@H]21
Gap between HOMO and LUMO (eV): 9.47

Geometry (Å):
C: 1.6221 2.3851 -1.0604
N: 1.7557 1.1322 -0.9524
N: 0.9071 0.4705 -0.0906
C: -0.5783 0.8344 -0.1790
C: -1.2832 -0.4798 0.0154
C: -2.4601 -0.4417 0.6056
C: -0.3300 -1.5918 -0.0583
C: 0.7277 -1.6354 1.1411
C: 0.9956 -1.0835 -0.3005
H: 0.8099 2.9627 -0.4679
H: 2.0427 3.0184 -1.8681
H: -0.8248 1.4241 -1.1834
H: -0.8219 1.3539 0.6918
H: -2.9974 0.4746 0.7477
H: -2.7671 -1.3085 0.8836
H: -0.7317 -2.5981 -0.4865
H: 0.8343 -0.8956 1.8904
H: 1.3346 -2.5124 1.5537
H: 1.7647 -1.5092 -0.8820

natural (NBO) population analysis, charges in e, atoms 1 to 4: -0.162, -0.230, -0.260, -0.283

(y)
A single C7H10N2 molecule, computed with ωB97M-V/def2-TZVPD.

Results
Lowest unoccupied orbital energy (eV): 0.98
Molar mass (g/mol): 122.2
SMILES: C=CCN1C[C@]1(C)C#N
Gap between HOMO and LUMO (eV): 10.59

Geometry (Å):
C: -2.3918 1.1335 -0.3993
C: -2.0281 -0.1313 -0.2128
C: -0.9757 -0.6043 0.8429
N: 0.3236 -0.8491 0.2301
C: 1.4782 -0.6698 1.2397
C: 1.1833 0.3208 0.0373
C: 2.0428 0.2738 -1.2041
C: 0.7526 1.6327 0.3883
N: 0.3205 2.6467 0.6359
H: -2.9324 1.3634 -1.3014
H: -1.8441 1.8458 0.1669
H: -2.4259 -1.0167 -0.6574
H: -1.3860 -1.5203 1.2129
H: -0.8461 -0.0388 1.8071
H: 2.3618 -1.3442 1.1135
H: 1.1140 -0.3587 2.0989
H: 2.4259 -0.7894 -1.3427
H: 2.7918 0.9569 -1.1982
H: 1.4211 0.4518 -2.0049

natural (NBO) population analysis, charges in e, atoms 1 to 4: -0.384, -0.181, -0.278, -0.361

(z)
A molecular structure, C7H10N2, computed with ωB97M-V/def2-TZVPD.

Results
Lowest unoccupied orbital energy (eV): 1.03
Molar mass (g/mol): 122.2
Gap between HOMO and LUMO (eV): 7.83

Geometry (Å):
C: 0.1628 0.9053 -2.4907
C: -0.1711 0.3494 -1.1317
C: -1.2971 0.4557 -0.4409
C: -1.1695 0.2223 2.0196
C: 0.1023 -0.7396 2.2575
C: 0.0397 -0.7699 0.8024
C: 0.7055 -0.4614 -0.3831
H: 0.3543 0.1800 -3.2950
H: 1.0126 1.5688 -2.5024
H: -0.7020 1.4049 -2.8401
H: -2.2110 0.9929 -0.6847
H: -1.9994 0.1359 2.6490
H: -1.0187 1.3312 2.0851
H: -0.3449 -1.6569 2.6975
H: 0.9478 -0.4770 2.8641
H: 2.3502 -0.8986 -1.6118
H: 2.5230 -1.4041 0.0079
N: -1.2695 -0.3260 0.6527
N: 1.9849 -0.8128 -0.6556

natural (NBO) population analysis, charges in e, atoms 1 to 4: -0.630, -0.101, -0.044, -0.187

We find (z) to be the most stable, with the next structure 8.4 kcal/mol higher.

(w)
A molecular structure, C3H2NO4S2, computed with ωB97M-V/def2-TZVPD.

Results
Lowest unoccupied orbital energy (eV): 3.11
Molar mass (g/mol): 180.2
Charge: -1
Gap between HOMO and LUMO (eV): 8.14

Geometry (Å):
C: 1.3884 -0.3184 -1.3316
C: -1.2775 -1.1706 0.7116
C: -1.8577 -0.3130 -0.0887
N: 1.4181 -0.5116 -0.1518
O: 1.2537 -0.1241 -2.4598
O: 2.3861 1.5696 0.9862
O: 0.3963 1.7375 -0.4255
O: 0.1597 0.6071 1.7012
S: -0.8461 -2.3950 1.6238
S: 1.0699 1.0135 0.6428
H: -1.5071 0.6287 -0.4784
H: -2.5838 -0.7237 -0.7299

natural (NBO) population analysis, charges in e, atoms 1 to 4: 0.871, 0.039, -0.646, -0.815

(x)
A gas-phase ion, C3H2NO4S2 (charge -1), computed with ωB97M-V/def2-TZVPD.

Results
Lowest unoccupied orbital energy (eV): 3.34
Molar mass (g/mol): 180.2
Charge: -1
SMILES: O=C1N=C([O-])S[C@@H]1[SH](=O)=O
Gap between HOMO and LUMO (eV): 8.92

Geometry (Å):
O: 1.3243 0.6192 1.5781
C: 0.9935 0.5807 0.4061
N: 1.0679 1.5370 -0.5003
C: 0.6198 1.3192 -1.7050
O: 0.5733 1.9971 -2.6836
S: -0.0741 -0.4933 -1.8136
C: 0.3102 -0.7009 -0.1214
S: -1.1784 -0.7780 0.9169
O: -2.1675 0.1987 0.5613
O: -1.6202 -2.1454 1.0675
H: 0.8446 -1.7435 0.1137
H: -0.6934 -0.3908 2.1804

natural (NBO) population analysis, charges in e, atoms 1 to 4: -0.647, 0.635, -0.654, 0.634

We find (x) to be the most stable, with the next structure 28.3 kcal/mol higher.

(w)
A single C3H8N2S2 molecule, computed with ωB97M-V/def2-TZVPD.

Results
Lowest unoccupied orbital energy (eV): 0.61
Molar mass (g/mol): 136.2
SMILES: [H]/N=C(/NS)SCC
Gap between HOMO and LUMO (eV): 9.61

Geometry (Å):
H: -2.2901 -1.4058 1.5042
N: -2.3637 -0.7791 0.6282
C: -1.2387 -0.6425 -0.0672
N: -1.3463 0.5107 -0.8983
S: -0.9720 0.3050 -2.5429
S: 0.2294 -1.5545 0.3625
C: 1.6010 -0.3107 0.2440
C: 1.4684 0.9982 1.0977
H: -2.1535 1.0469 -0.7064
H: -1.2955 -1.0300 -3.0085
H: 1.7515 -0.1046 -0.9110
H: 2.5414 -0.7800 0.5048
H: 2.2712 1.7227 0.9694
H: 1.2825 0.4926 2.1120
H: 0.5143 1.5312 0.7115

natural (NBO) population analysis, charges in e, atoms 1 to 4: 0.351, -0.681, 0.236, -0.767

(x)
A single C3H8N2S2 molecule, computed with ωB97M-V/def2-TZVPD.

Results
Lowest unoccupied orbital energy (eV): 0.70
Molar mass (g/mol): 136.2
SMILES: CNC(=S)NSC
Gap between HOMO and LUMO (eV): 9.02

Geometry (Å):
C: -0.4436 2.0453 -0.1039
N: -1.1595 0.8666 0.2883
C: -1.1722 -0.3295 -0.3719
S: -2.4288 -1.3873 -0.2257
N: -0.1042 -0.5622 -1.1828
S: 1.5239 -0.3551 -0.6396
C: 1.6439 -1.5910 0.7316
H: 0.4410 2.0780 0.5435
H: -1.0169 2.9655 0.1044
H: -0.1206 2.0668 -1.1624
H: -1.9856 1.0022 0.8885
H: -0.0941 -1.4332 -1.6797
H: 2.6765 -1.5210 1.0472
H: 0.8807 -1.2621 1.4405
H: 1.3595 -2.5828 0.3222

natural (NBO) population analysis, charges in e, atoms 1 to 4: -0.428, -0.602, 0.260, -0.223

We find (x) to be the most stable, with the next structure 37.5 kcal/mol higher.

(w)
2 unconnected molecules or ions with the total composition C3H8N2S2, computed with ωB97M-V/def2-TZVPD.

Results
Lowest unoccupied orbital energy (eV): 0.58
Molar mass (g/mol): 136.2
SMILES: N=C(S)S.C=NC
Gap between HOMO and LUMO (eV): 9.87

Geometry (Å):
N: -1.9349 1.6300 -0.1557
C: -2.4106 0.4902 -0.0546
S: -1.4690 -1.0059 0.3102
S: -4.1582 0.1157 0.0173
H: -1.0120 1.7819 0.0723
H: -0.2350 -0.5597 -0.0078
H: -3.8349 -1.1425 -0.4303
C: 1.9015 -0.7267 -1.1725
N: 1.3165 -0.0139 -0.3414
C: 1.7112 0.3058 0.9551
H: 1.5745 -0.7996 -2.2212
H: 2.8465 -1.1358 -0.6400
H: 2.1955 1.2390 0.8559
H: 0.8744 0.1552 1.5983
H: 2.6345 -0.3337 1.2143

natural (NBO) population analysis, charges in e, atoms 1 to 4: -0.666, 0.028, -0.103, 0.030

(x)
A single C3H8N2S2 molecule, computed with ωB97M-V/def2-TZVPD.

Results
Lowest unoccupied orbital energy (eV): 0.66
Molar mass (g/mol): 136.2
SMILES: [H]/N=C(\SC)N(C)S
Gap between HOMO and LUMO (eV): 9.55

Geometry (Å):
H: -0.4304 0.4155 -2.7388
N: 0.2947 0.1181 -2.0757
C: -0.1048 0.2984 -0.8685
S: -1.6467 1.1235 -0.4961
C: -2.2827 0.1948 0.9201
N: 0.6700 -0.1572 0.1882
C: 1.8089 -1.0150 -0.1770
S: 0.9430 0.8434 1.5450
H: -2.0893 -0.8474 0.7925
H: -3.3435 0.3744 0.9574
H: -1.8001 0.5538 1.8538
H: 2.5844 -0.4381 -0.6781
H: 2.2304 -1.4625 0.7085
H: 1.4321 -1.7700 -0.8999
H: 1.7340 1.7682 0.9686

natural (NBO) population analysis, charges in e, atoms 1 to 4: 0.355, -0.699, 0.287, 0.204

(y)
2 unconnected molecules or ions with the total composition C3H8N2S2, computed with ωB97M-V/def2-TZVPD.

Results
Lowest unoccupied orbital energy (eV): 0.31
Molar mass (g/mol): 136.2
Gap between HOMO and LUMO (eV): 8.80

Geometry (Å):
C: -0.1056 -0.2962 -0.2321
C: -0.7561 0.1915 1.0346
C: 1.3630 -0.6018 0.1123
H: -2.1003 1.1146 -0.4681
H: -1.6029 1.2303 -2.4701
H: -1.8831 -0.3633 0.9578
H: -0.1559 -0.1021 1.8338
H: 0.5707 2.0494 0.2035
H: 1.8025 -0.7288 -0.8956
H: 1.9310 0.1956 0.5552
H: 1.7316 -3.3151 0.2085
N: -1.5004 0.6111 -1.6172
N: -0.3476 0.1340 -1.4226
S: -0.7588 2.0510 1.0980
S: 1.8119 -2.1703 1.1020

natural (NBO) population analysis, charges in e, atoms 1 to 4: 0.079, -0.588, -0.523, 0.325

(z)
2 unconnected molecules or ions with the total composition C3H8N2S2, computed with ωB97M-V/def2-TZVPD.

Results
Lowest unoccupied orbital energy (alpha / beta) (eV): -0.52 / 0.54
Molar mass (g/mol): 136.2
Gap between HOMO and LUMO (alpha / beta) (eV): 6.29 / 7.67

Geometry (Å):
C: -0.6416 -2.2273 -1.4115
C: 0.7659 0.1281 1.4731
C: -0.4212 1.2033 -1.0982
N: 1.1093 -0.1878 0.0254
N: 0.6599 0.3257 -1.0722
S: -0.1192 -2.3907 0.0544
S: -1.7106 -3.2324 -2.1814
H: -0.1851 0.5317 1.3761
H: 0.8780 -0.8484 2.0541
H: 1.5471 0.7564 1.7097
H: -0.0821 2.0866 -1.5688
H: -1.2637 0.7452 -1.7638
H: -0.8826 1.4889 -0.1654
H: 1.9992 -0.6392 0.0310
H: -2.1776 -4.2276 -1.1627

natural (NBO) population analysis, charges in e, atoms 1 to 4: -0.577, -0.432, -0.467, -0.256

We find (x) to be the most stable, with the next structure 42.3 kcal/mol higher.